(1)
12
Properties=species:S:1:pos:R:3 method="wB97M-V/def2-TZVPD" homo_lumo_gap_ev=10.38 smiles=CO.CO e_homo_ev=-9.6854 e_tot_ha=-231.39770 total_charge=0
O 0.122 -1.936 1.418
O -0.479 0.766 -0.584
C 0.391 1.840 -0.378
C 0.097 -1.532 0.039
H 0.955 -0.859 -0.079
H -0.775 -1.862 1.745
H -1.432 0.830 -0.592
H 0.117 -2.480 -0.523
H 0.209 2.446 0.514
H 1.345 1.341 -0.240
H -0.841 -1.073 -0.060
H 0.291 2.520 -1.260



(2)
15
Properties=species:S:1:pos:R:3 method="wB97M-V/def2-TZVPD" homo_lumo_gap_ev=9.23 e_homo_ev=-8.4339 e_tot_ha=-1312.35997 total_charge=0
S 0.899 -1.168 1.220
P -1.973 0.384 -1.064
P -1.684 -0.599 0.849
O -1.496 -2.041 0.782
O -0.284 0.006 1.438
C 1.569 -0.611 -0.374
C 1.885 0.873 -0.368
H 2.469 -1.213 -0.490
H 2.541 1.129 -1.198
H -2.568 -0.128 1.821
H 0.857 -0.871 -1.161
H -2.242 1.614 -0.477
H 0.967 1.456 -0.462
H 2.371 1.151 0.565
H -3.312 0.021 -1.081



(3)
15
Properties=species:S:1:pos:R:3 method="wB97M-V/def2-TZVPD" homo_lumo_gap_ev=6.93 smiles="C[Si](C)=[PH2]OP=O" e_homo_ev=-7.5089 e_tot_ha=-1203.61844 total_charge=0
P 3.645 -1.215 -1.019
P 0.471 -0.929 -1.796
Si 0.191 0.941 -0.158
O 2.158 -0.699 -1.477
O 3.859 -2.642 -1.110
C -1.722 1.164 -0.086
C 0.552 0.274 1.730
H 0.184 -0.743 1.752
H -1.981 1.671 0.974
H -0.152 0.904 2.368
H 0.540 -0.488 -3.042
H 0.660 -2.206 -2.480
H -2.327 1.738 -0.778
H -2.079 0.101 -0.034
H 1.556 0.400 2.033



Respective energy relative to the best compared isomer or geometry (same formula, charge and spin) values: 40.5, 0.9, 19.9 kcal/mol.